Entry 1:
The following is a DFT calculation (ωB97M-V with the def2-TZVPD basis set) of C24H41F3P2Sn as an isolated structure.

Multiplicity: 1
Highest occupied orbital energy (alpha / beta) in Ha: -0.4295 / -0.4296
Gap between HOMO and LUMO (alpha / beta) in eV: 4.0 / 4.0
Net charge: +2

The geometry in XYZ format:
```
71
Properties=species:S:1:pos:R:3:lowdin_charge:R:1
Sn 0.63386 1.09773 -1.88107 1.29
C -0.78783 -2.49734 3.66478 -0.12
C 0.52097 -2.87732 3.26386 -0.12
C 0.70787 -1.06510 4.66574 -0.12
C -0.67192 -1.37779 4.53477 -0.13
C 1.44553 -1.99207 3.87890 -0.12
C -2.03339 -3.17746 3.26976 0.01
H -2.03818 -3.39828 2.19330 0.10
H -2.90705 -2.55791 3.49898 0.09
H -2.15679 -4.13652 3.79717 0.12
C -1.77940 -0.65589 5.18537 0.01
H -2.67875 -1.28024 5.23084 0.09
H -2.04011 0.26608 4.64223 0.12
H -1.50663 -0.36409 6.20834 0.10
C 1.26280 0.03426 5.47550 0.01
H 0.70539 0.14385 6.41505 0.10
H 1.20581 0.99978 4.94872 0.12
H 2.31565 -0.15120 5.71650 0.09
C 2.91042 -2.05002 3.72633 0.00
H 3.32526 -2.96702 4.17197 0.12
H 3.38803 -1.19341 4.21250 0.08
H 3.19768 -2.04510 2.66474 0.10
C 0.85203 -4.01415 2.38754 0.01
H 0.83302 -4.96642 2.94055 0.12
H 1.85564 -3.90312 1.96021 0.09
H 0.13157 -4.10192 1.56324 0.10
C -1.28243 1.26004 -2.65039 -0.45
C -2.01645 0.00368 -2.91588 -0.37
C -1.39526 -1.09116 -3.73885 -0.24
C 0.00901 -1.58915 -3.36637 -0.17
C 1.07489 -0.53588 -3.12312 -0.30
C 1.23995 0.69134 -3.88503 -0.24
C 0.20021 1.32814 -4.78440 -0.17
C -0.98540 1.97517 -4.00841 -0.20
H -1.38476 -0.79550 -4.80479 0.11
H 0.36549 -2.25684 -4.17032 0.14
H -2.06001 -1.97388 -3.70122 0.09
H -1.87758 1.96655 -4.65178 0.13
H -1.82362 1.92005 -1.95302 0.09
H -2.93372 0.31262 -3.48676 0.05
H -0.75033 3.03355 -3.82184 0.11
H 0.70625 2.13198 -5.34639 0.13
H 2.27537 0.97873 -4.09722 0.12
H -0.16876 0.63088 -5.55238 0.13
H -0.07236 -2.23251 -2.47660 0.11
H 2.00927 -0.97673 -2.74962 0.13
P -3.92920 -0.93500 -2.09748 0.89
C -4.61572 0.65548 -1.51062 -0.36
C -5.06085 -1.18598 -3.51429 -0.33
P 3.69501 4.18223 0.59187 0.94
C 2.07187 3.68684 0.21961 -0.15
C 4.69076 2.66967 0.20703 -0.24
C 4.05092 5.24005 -0.88382 -0.25
H -3.91076 1.07228 -0.77969 0.02
H -5.56810 0.43637 -1.01041 0.04
H -4.77439 1.36926 -2.32969 0.05
H -4.70607 -2.05055 -4.08411 0.03
H -5.12764 -0.31075 -4.16618 0.05
H -6.04683 -1.42538 -3.10052 0.05
H 3.23122 5.13986 -1.60388 0.04
H 5.00903 4.94601 -1.33102 0.05
H 4.12165 6.28174 -0.54374 0.05
H 1.52843 3.00539 0.88189 0.01
H 1.47677 4.30444 -0.46199 0.02
H 5.37728 2.49174 1.04499 0.04
H 5.27564 2.82107 -0.70884 0.06
H 4.00973 1.81683 0.10112 0.03
F -0.47601 0.63518 1.02468 0.03
C 0.38652 0.00992 0.15576 -0.57
F 1.57727 -0.13152 0.83855 0.00
F -0.10777 -1.27562 0.00940 0.02
```

Entry 2:
The following is a DFT calculation (ωB97M-V with the def2-TZVPD basis set) of a 6-piece molecular cluster, H12O6 overall.

Multiplicity: 1
SMILES: O.O.O.O.O.O
Highest occupied orbital energy in Ha: -0.3953
Gap between HOMO and LUMO in eV: 11.4

The geometry in XYZ format:
```
18
Properties=species:S:1:pos:R:3:nbo_charge:R:1
O -1.36710 -2.28901 3.39648 -0.97
H -2.13644 -1.92684 3.84547 0.49
H -1.41683 -3.24614 3.38639 0.49
O 2.53887 -0.23958 -0.93805 -0.95
H 2.45382 -0.86118 -1.64722 0.46
H 3.47973 -0.10579 -0.79031 0.49
O -2.00134 0.36780 3.93687 -0.95
H -1.76041 1.30431 3.91293 0.47
H -1.11635 -0.00118 3.94155 0.47
O 4.63686 1.68324 -1.50627 -0.96
H 4.02062 2.05473 -2.14178 0.48
H 4.72295 2.28173 -0.76377 0.48
O -1.88505 2.25587 -5.54759 -0.93
H -1.03600 1.82158 -5.66902 0.47
H -2.52765 1.56894 -5.74361 0.47
O -2.05727 -1.76889 0.59867 -0.94
H -1.94272 -1.47228 1.50931 0.48
H -1.09071 -1.77969 0.51195 0.46
```

no.,DFT total energy (Ha)
1,-2134.8158
2,-458.6087